No. 1
ORCA calculation (ωB97M-V/def2-TZVPD) on the molecule C4H7I at a distorted geometry.

Structure (XYZ):
```
12
Properties=species:S:1:pos:R:3:forces:R:3:nbo_charge:R:1
C 0.28854 0.52906 0.64927 -5.32 -7.15 1.01 -0.1597
C -0.91592 -0.55606 0.39708 4.89 4.95 0.36 -0.1660
C 0.01974 1.95514 0.72603 0.44 0.72 -1.34 -0.6955
C -0.72419 -2.00756 0.14469 -0.65 -1.39 -1.88 -0.7145
I -2.74729 0.18172 -0.34054 0.18 -0.05 0.21 0.1216
H 1.10285 0.02670 1.27207 -0.80 0.81 -1.35 0.2139
H -0.99861 2.21505 0.38586 0.43 -0.10 0.58 0.2375
H 0.32400 2.40387 1.67467 -0.25 0.04 -0.12 0.2303
H 0.67661 2.34406 -0.07662 -0.09 0.52 0.42 0.2330
H -1.21625 -2.32696 -0.88912 1.55 0.94 1.59 0.2291
H 0.34919 -2.27446 0.18845 -0.61 0.03 -0.13 0.2337
H -1.30870 -2.72345 0.74426 0.25 0.66 0.63 0.2366
```
Positions in Å, forces in eV/Å.

Computed properties:
Net charge = 0
ΔE to the lowest compared entry with this formula, charge and spin = 1.6331 eV
Calculated total energy = -454.194979 a.u.
SMILES = C/C=C(/C)I
Orbital gap = 8.5 eV



No. 2
ORCA calculation (ωB97M-V/def2-TZVPD) on C5H17O2PSSb as an isolated structure.

Structure (XYZ):
```
27
Properties=species:S:1:pos:R:3:forces:R:3:nbo_charge:R:1
C 2.92693 -0.85283 1.25786 -0.02 -0.04 -0.01 -0.6210
C 3.36997 -0.04229 0.02932 0.00 0.04 -0.01 -0.3928
C 2.36224 -0.02908 -1.12179 -0.02 -0.04 0.00 -0.3849
C 1.07992 0.77357 -0.83204 0.02 0.06 0.06 -0.4244
C -0.08833 -0.01567 -0.26495 0.01 -0.05 -0.04 -0.7649
Sb -1.73526 1.30060 0.32463 -0.05 0.25 0.05 0.8976
P -3.26232 -0.95268 0.31215 -0.20 0.05 -0.15 1.2701
O -4.67704 -0.61265 1.08739 0.07 0.08 -0.04 -1.0092
O -3.81671 -1.00608 -1.24966 0.11 -0.07 0.06 -1.0292
S -2.58864 -2.72865 0.80451 -0.10 -0.12 -0.01 -0.7511
H 3.73736 -1.47195 1.64676 0.04 0.08 0.04 0.1965
H 2.10502 -1.52396 1.00950 0.03 -0.03 -0.01 0.2181
H 2.58141 -0.21323 2.07032 -0.06 -0.01 -0.02 0.2090
H 3.56090 0.99605 0.31855 0.05 -0.02 0.03 0.1890
H 4.32593 -0.42566 -0.33917 -0.04 -0.06 -0.03 0.1876
H 2.10192 -1.06291 -1.37433 -0.03 0.03 -0.04 0.1946
H 2.85680 0.38770 -2.00524 0.01 0.03 0.02 0.1894
H 1.33582 1.59668 -0.15218 0.03 -0.01 0.00 0.1915
H 0.74746 1.26109 -1.75463 -0.03 -0.01 -0.01 0.2009
H 0.16833 -0.59565 0.62094 0.01 0.03 0.04 0.2132
H -0.49475 -0.70674 -1.00784 0.00 -0.01 0.00 0.2136
H -2.25072 1.35062 -1.42278 0.01 -0.03 -0.01 -0.3240
H -3.20263 2.17265 0.71055 0.05 -0.05 0.01 -0.1877
H -1.42125 1.02328 2.03825 0.03 0.03 -0.05 -0.2268
H -0.78229 2.76390 0.20181 -0.02 -0.04 -0.01 -0.2332
H -5.37536 -1.20675 0.78439 0.04 -0.11 0.06 0.4774
H -3.56472 -0.17935 -1.69231 0.04 0.02 0.07 0.5009
```
Positions in Å, forces in eV/Å.

Computed properties:
Net charge = -1
Calculated total energy = -1330.945862 a.u.
Orbital gap = 7.3 eV



No. 3
ORCA calculation (ωB97M-V/def2-TZVPD) on the molecule C5H8O2.

Structure (XYZ):
```
15
Properties=species:S:1:pos:R:3:forces:R:3:nbo_charge:R:1
C -0.20790 1.37395 -0.75796 0.28 -0.20 0.17 -0.6205
C 1.44136 -0.24641 0.08349 -0.39 -0.20 0.13 0.6385
C 0.14482 0.07963 -0.07890 0.49 0.28 -0.20 -0.2500
C -0.92737 -0.77143 0.39125 0.20 -0.26 0.24 -0.1833
C -2.22165 -0.46442 0.37239 -0.08 -0.14 -0.01 -0.4246
O 1.92784 -1.36808 0.68968 0.13 0.25 -0.17 -0.6972
O 2.44969 0.54416 -0.34700 -0.03 -0.35 0.17 -0.6713
H 3.27993 0.10672 -0.11663 -0.04 0.05 -0.02 0.4958
H 1.20884 -1.92641 1.00650 0.00 0.14 -0.06 0.4968
H -0.64679 -1.74148 0.80837 -0.18 0.07 -0.05 0.1699
H 0.69368 1.91086 -1.03373 -0.03 0.10 -0.07 0.2326
H -0.79408 1.18517 -1.65173 -0.15 0.03 -0.19 0.2110
H -0.79325 2.00008 -0.09120 -0.14 0.18 0.07 0.2089
H -2.96401 -1.15130 0.74001 -0.08 -0.16 0.09 0.1988
H -2.59118 0.46890 -0.01448 0.01 0.21 -0.11 0.1947
```
Positions in Å, forces in eV/Å.

Computed properties:
Net charge = 0
ΔE to the lowest compared entry with this formula, charge and spin = 1.1214 eV
Calculated total energy = -345.763746 a.u.
SMILES = C=CC(C)=C(O)O
Orbital gap = 8.4 eV



No. 4
ORCA calculation (ωB97M-V/def2-TZVPD) on the molecule C4H9N3S at a distorted geometry.

Structure (XYZ):
```
17
Properties=species:S:1:pos:R:3:forces:R:3:nbo_charge:R:1
C -0.45707 -2.05584 1.88989 1.13 0.23 -1.11 -0.0996
C -0.90341 -0.18310 -1.28068 0.08 0.15 0.24 -0.6310
C 1.22555 1.17239 -1.25126 -0.14 0.02 0.33 -0.6050
C 0.06764 0.62758 -0.42108 -0.61 -0.07 -0.34 -0.0583
N -0.99830 0.04571 2.30907 -0.41 0.20 0.81 -0.4666
N -0.18864 -0.71607 1.67824 -0.54 0.91 -0.73 -0.0036
N 0.66969 -0.14600 0.65417 0.21 -1.42 1.33 -0.4334
S -0.17713 -3.04973 3.07915 -0.04 0.13 0.02 0.1070
H -0.36529 -0.92837 -1.86738 0.02 -0.05 0.01 0.2072
H -1.63978 -0.69296 -0.66111 -0.05 -0.04 0.02 0.2257
H -1.42933 0.47788 -1.96348 -0.09 0.05 -0.13 0.2173
H 0.85123 1.84910 -2.01349 -0.04 0.03 -0.10 0.2227
H 1.75330 0.35706 -1.74185 0.07 -0.09 -0.10 0.2039
H 1.92710 1.70664 -0.61665 0.07 0.08 0.02 0.2258
H -0.46429 1.47004 0.03618 0.10 -0.08 -0.07 0.1905
H -1.12331 0.95899 1.88732 0.42 0.04 -0.36 0.3244
H 1.25205 -0.89330 0.28295 -0.18 -0.08 0.15 0.3731
```
Positions in Å, forces in eV/Å.

Computed properties:
Net charge = 0
ΔE to the lowest compared entry with this formula, charge and spin = 4.9559 eV
Calculated total energy = -720.091229 a.u.
Orbital gap (spin up / spin down) = 7.4 / 7.4 eV